# 1
The following is a quantum chemistry calculation of a molecular structure, C5H15NOS in a non-equilibrium geometry, from the OMol25 dataset.

Structure (XYZ):
```
23
Properties=species:S:1:pos:R:3:mulliken_charge:R:1
C 1.47 0.63 0.37 0.163
N 0.40 0.27 -0.31 -0.570
C -0.84 0.06 0.43 0.360
C -1.77 -0.65 -0.60 -0.816
S -3.53 -0.54 -0.23 0.250
C -0.77 -0.77 1.70 -1.678
C 2.76 0.20 -0.36 -1.319
H 1.51 -0.05 1.50 -0.453
H 1.61 1.68 0.65 0.375
H 2.02 -0.37 2.06 0.384
H -1.33 1.06 0.41 0.425
H -1.65 -1.74 -0.51 0.436
H -1.47 -0.34 -1.60 0.539
H -3.92 -1.64 -0.91 0.296
H -0.41 -1.72 1.29 0.502
H -1.76 -0.85 2.17 0.415
H -0.20 -0.38 2.53 0.435
H 2.76 0.66 -1.35 0.334
H 2.77 -0.89 -0.53 0.332
H 3.53 0.48 0.36 0.439
H -0.26 1.33 -1.64 0.459
H -0.23 1.72 -3.14 0.338
O -0.69 1.87 -2.32 -0.648
```

Calculated values
HOMO energy (spin up / spin down)	-12.199 / -12.187	eV
spin multiplicity	2
DFT total energy	-19787.471	eV
charge	+1
F_max	0.124	Eh/bohr
energy relative to the best compared isomer or geometry (same formula, charge and spin)	5.1393	eV

***

# 2
The following is a quantum chemistry calculation of 2 unconnected molecules or ions with the total composition C5H15NOS in a non-equilibrium geometry, from the OMol25 dataset.

Structure (XYZ):
```
23
Properties=species:S:1:pos:R:3:mulliken_charge:R:1
C -1.45 -1.78 -0.84 -1.400
C -0.52 -0.58 -0.82 0.766
C -1.29 0.66 -0.41 -0.761
C -0.34 1.83 0.00 -0.568
S -0.16 1.94 1.77 0.328
C 1.12 0.82 2.23 -0.598
N 0.14 -0.45 -2.11 -0.502
H -2.17 -1.72 -1.66 0.352
H -0.94 -2.74 -0.93 0.300
H -2.02 -1.78 0.11 0.377
H 0.29 -0.80 -0.13 -0.212
H -1.93 0.46 0.46 0.456
H -1.91 1.05 -1.21 0.347
H 0.63 1.76 -0.49 0.410
H -0.84 2.77 -0.17 0.355
H 2.07 1.37 2.35 0.350
H 0.95 0.44 3.25 0.371
H 1.24 0.04 1.47 0.149
H 1.03 0.05 -2.08 0.239
H -0.46 -0.08 -2.82 0.263
H 2.08 -3.58 -2.25 0.332
H 1.66 -2.79 -1.02 0.284
O 1.98 -3.67 -1.30 -0.638
```

Calculated values
HOMO energy (spin up / spin down)	-13.313 / -13.191	eV
spin multiplicity	2
DFT total energy	-19792.474	eV
charge	+1
F_max	0.026	Eh/bohr
energy relative to the best compared isomer or geometry (same formula, charge and spin)	0.1363	eV

***

# 3
The following is a quantum chemistry calculation of a gas-phase ion, C5H15NP (charge +1) in a non-equilibrium geometry, from the OMol25 dataset.

Structure (XYZ):
```
22
Properties=species:S:1:pos:R:3:mulliken_charge:R:1
C 1.95 0.42 0.54 -1.409
C 0.57 -1.76 0.01 -1.365
C -0.38 0.72 -1.58 -1.436
C 0.59 -0.28 0.60 0.258
C -0.70 0.29 -0.18 -0.048
N -0.76 1.64 0.55 -0.150
P -2.32 -0.59 0.31 0.041
H 2.08 0.84 -0.47 0.302
H 2.73 -0.47 0.72 0.362
H 1.96 1.06 1.31 0.512
H 0.66 -1.92 -1.11 0.280
H -0.25 -2.38 0.28 0.399
H 1.48 -2.39 0.45 0.331
H -1.35 1.15 -1.84 0.536
H -0.27 -0.18 -2.17 0.355
H 0.41 1.37 -1.72 0.433
H 0.19 -0.49 1.68 0.385
H -0.85 1.61 1.53 0.342
H 0.11 2.01 0.48 0.269
H -1.55 2.11 0.08 0.407
H -1.82 -1.37 1.37 0.087
H -2.47 -1.39 -0.83 0.107
```

Calculated values
HOMO energy	-13.627	eV
DFT total energy	-16198.134	eV
charge	+1
F_max	0.110	Eh/bohr
energy relative to the best compared isomer or geometry (same formula, charge and spin)	1.9779	eV

***

# 4
The following is a quantum chemistry calculation of 2 unconnected molecules or ions with the total composition C5H15NP in a non-equilibrium geometry, from the OMol25 dataset.

Structure (XYZ):
```
22
Properties=species:S:1:pos:R:3:mulliken_charge:R:1
C 0.89 -0.95 1.15 -1.112
C -1.64 -1.08 -1.16 -1.086
C 2.74 0.12 -1.01 -0.890
C 1.09 0.44 0.71 -0.033
C -1.29 0.31 -0.58 -0.336
N 1.85 0.89 -0.20 -0.040
P -2.27 0.95 0.70 0.036
H 1.80 -1.54 1.50 0.355
H 0.56 -1.66 0.34 0.302
H 0.10 -1.04 1.81 0.338
H -2.17 -1.67 -0.45 0.374
H -0.68 -1.43 -1.58 0.266
H -2.32 -0.98 -2.11 0.301
H 2.46 0.04 -2.10 0.315
H 3.74 0.63 -0.84 0.360
H 3.02 -0.96 -0.73 0.314
H 0.45 1.09 1.32 0.570
H -1.20 1.10 -1.35 0.371
H 1.89 1.81 -0.62 0.312
H -1.65 1.66 1.67 0.065
H -2.83 -0.29 1.32 0.111
H -3.44 1.80 0.73 0.107
```

Calculated values
HOMO energy	-11.414	eV
DFT total energy	-16196.594	eV
charge	+1
F_max	0.083	Eh/bohr
energy relative to the best compared isomer or geometry (same formula, charge and spin)	3.5170	eV